No. 1
14
Properties=species:S:1:pos:R:3:forces:R:3:nbo_charge:R:1 method="wB97M-V/def2-TZVPD" smiles="CN(N)/C=N/N" gap_ev=9.08 total_charge=0 multiplicity=1 e_above_lowest_kj_mol=237.8 homo_energy_ha=-0.2956
C 1.726578 -0.792352 0.190131 0.743 0.275 0.085 -0.42
C -0.599902 -0.313997 -0.238099 -0.286 0.013 0.358 0.20
H 1.512690 -1.793771 -0.172509 0.012 -0.243 0.281 0.21
H 1.799710 -0.751835 1.317890 -0.068 -0.122 -0.995 0.18
H 2.688824 -0.489781 -0.272703 -0.334 -0.262 0.551 0.20
H 1.800521 1.745143 -0.528449 -0.731 -0.225 0.393 0.35
H 0.991802 1.650673 0.931813 -0.126 -0.270 -0.587 0.33
H -0.807459 -1.396077 -0.398259 0.356 0.628 0.021 0.15
H -2.994817 -0.571939 -0.762294 -0.023 0.527 1.132 0.33
H -3.427308 0.730158 0.160458 -0.118 -0.342 -0.011 0.36
N 0.728946 0.093041 -0.354205 -0.564 0.249 0.010 -0.29
N 0.911071 1.463472 -0.083577 0.972 0.385 0.005 -0.64
N -1.521834 0.504195 0.065045 0.433 -0.463 0.105 -0.31
N -2.808817 -0.076935 0.144759 -0.267 -0.149 -1.348 -0.66

No. 2
15
Properties=species:S:1:pos:R:3:forces:R:3:nbo_charge:R:1 method="wB97M-V/def2-TZVPD" gap_ev="7.74 / 9.07" total_charge=0 multiplicity=1 e_above_lowest_kj_mol=779.1 homo_energy_ha="-0.3050 / -0.3163"
C 0.051812 -1.335109 -0.985119 -0.580 0.656 -0.987 0.60
C 0.255705 2.619051 2.617130 0.603 0.637 -4.384 -0.33
N 0.051929 -2.687223 -1.357777 0.482 2.246 -0.996 -0.83
N -0.404342 -0.384696 -1.927595 0.509 -1.042 -0.153 -0.85
N -0.582266 1.627475 0.931057 1.657 2.174 2.480 -0.04
N 0.373020 -0.918932 0.180893 2.225 -1.611 1.371 -0.84
O -0.314539 2.045336 -0.174398 -0.325 0.443 0.142 -0.30
H 0.742283 3.614464 2.591701 -0.377 -0.436 -0.994 0.13
H 0.039431 2.441830 3.591412 -1.449 -1.441 2.803 0.11
H -0.490759 -2.856811 -2.190060 -0.091 -0.529 0.261 0.38
H -0.113310 -3.212089 -0.544392 -0.454 -1.238 0.557 0.39
H -0.491821 -0.645313 -2.931787 0.256 0.307 1.494 0.39
H -0.047811 0.554056 -1.717047 -0.405 -0.620 -0.266 0.42
H -0.045465 0.808955 1.212952 -0.183 -1.154 -0.161 0.40
H 0.976132 -1.670994 0.703029 -1.869 1.609 -1.167 0.35

No. 3
15
Properties=species:S:1:pos:R:3:forces:R:3:nbo_charge:R:1 method="wB97M-V/def2-TZVPD" gap_ev=8.77 total_charge=0 multiplicity=1 e_above_lowest_kj_mol=409.4 homo_energy_ha=-0.2929
C -1.264742 0.701908 1.177546 2.612 0.251 -0.742 -0.40
C 0.423082 0.152552 -0.490084 0.440 1.223 0.100 0.46
H -0.458147 0.954171 1.905668 -0.621 0.441 -0.291 0.18
H -2.104965 1.331508 1.247132 -1.034 0.582 0.503 0.21
H -1.459901 -0.316354 1.447281 -0.620 -0.691 -0.436 0.20
H -0.904653 1.775594 -0.655771 0.480 -0.683 0.414 0.40
H 1.644567 1.466966 0.261281 0.662 -0.823 -1.419 0.34
H 2.549889 -0.874831 -0.588865 -0.234 1.452 -0.115 0.49
H -0.556496 -2.792495 -0.532040 -0.077 1.860 -0.436 0.37
H -1.485549 -1.332590 -0.743852 0.266 -0.113 0.237 0.36
N -0.745590 0.861293 -0.221602 -0.753 -0.029 0.354 -0.68
N 1.606664 0.864822 -0.616414 0.797 1.801 1.713 -0.31
N 0.544561 -1.076456 -0.573274 -0.833 -2.844 -0.700 -0.36
N -0.596184 -1.803460 -0.890368 -0.137 -1.964 0.498 -0.67
O 2.807463 0.087371 -0.726638 -0.949 -0.463 0.320 -0.57

No. 4
15
Properties=species:S:1:pos:R:3:forces:R:3:nbo_charge:R:1 method="wB97M-V/def2-TZVPD" gap_ev=9.99 total_charge=+2 multiplicity=1 e_above_lowest_kj_mol=291.1 homo_energy_ha=-0.6505
C -9.864576 1.031455 -0.042530 0.180 -0.921 1.576 0.93
C 6.305855 -0.496080 0.609591 0.156 -0.012 3.148 -0.51
N -9.464575 2.100347 0.282053 -1.433 -3.534 -0.952 -0.48
N 6.408614 1.606822 -0.425326 0.407 1.391 0.497 -0.09
N -11.114289 -1.083171 -0.332962 -0.676 0.324 -1.605 -0.40
N 6.668849 0.418305 -0.486158 -1.286 0.487 -0.272 -0.08
O -9.984686 -0.231783 -0.020572 1.329 2.282 0.506 -0.32
H 6.611767 -1.540855 0.446588 0.163 0.721 -0.297 0.27
H 6.673888 -0.120320 1.674473 -0.015 -0.511 -2.559 0.30
H 5.227670 -0.477929 0.836466 0.134 0.164 -0.925 0.28
H -9.584068 3.027083 -0.025059 0.210 1.574 -0.330 0.48
H 6.664131 2.204119 -1.268746 -0.289 -1.289 0.649 0.39
H -10.612679 -1.837982 -0.791186 -0.040 -0.108 -0.140 0.39
H -11.529894 -1.454533 0.509873 0.381 0.385 0.946 0.39
H 6.913585 0.077138 -1.407000 0.778 -0.953 -0.243 0.43

No. 5
15
Properties=species:S:1:pos:R:3:forces:R:3:nbo_charge:R:1 method="wB97M-V/def2-TZVPD" gap_ev=9.32 total_charge=+2 multiplicity=1 e_above_lowest_kj_mol=267.7 homo_energy_ha=-0.6329
C 8.144832 0.344927 -0.496533 0.115 -1.388 -0.128 0.91
C -8.024241 -0.453270 0.306504 1.515 -3.762 0.591 -0.47
N 7.990221 1.183563 -1.270430 -0.059 0.590 0.295 -0.48
N -7.167866 1.615570 -0.115145 -0.337 -0.284 -0.046 -0.09
N 9.247661 -1.412951 0.716751 2.089 0.531 -0.695 -0.43
N -7.125105 0.410031 -0.376914 1.616 1.866 0.577 -0.07
O 8.108616 -0.725613 0.150923 -0.763 1.569 0.214 -0.30
H -8.799329 0.116764 0.589755 -2.857 1.957 1.212 0.25
H -8.384223 -1.327320 -0.252368 0.394 0.499 -0.425 0.27
H -7.528037 -0.911956 1.226006 -0.244 0.853 -1.121 0.28
H 7.748120 2.104684 -1.652862 0.303 -0.638 0.274 0.51
H -6.398805 2.221699 -0.474459 -0.234 -0.889 -0.328 0.39
H 9.688292 -0.931396 1.517239 -0.991 0.346 -0.376 0.39
H 8.823676 -2.258177 1.006681 -0.635 -1.010 0.416 0.39
H -6.323814 0.023438 -0.875154 0.088 -0.240 -0.460 0.42

No. 6
16
Properties=species:S:1:pos:R:3:forces:R:3:nbo_charge:R:1 method="wB97M-V/def2-TZVPD" gap_ev="8.95 / 8.95" total_charge=0 multiplicity=1 e_above_lowest_kj_mol=560.3 homo_energy_ha="-0.3133 / -0.3134"
C -0.719617 -1.449467 0.025360 0.024 0.279 0.022 -0.47
N -2.067470 0.871376 0.010318 0.691 0.002 -0.104 -0.56
N -0.867774 0.935689 -0.539074 0.181 -0.364 0.385 0.18
N -0.181771 -0.279342 -0.661796 0.479 0.414 0.769 -0.34
H -2.526409 1.771334 0.020927 0.106 -0.042 -0.005 0.39
H -2.169539 0.326938 0.863303 -0.026 -0.111 -0.194 0.37
H 0.008272 -2.247451 -0.106607 -0.008 0.058 -0.014 0.24
H -1.659554 -1.755945 -0.435673 0.005 0.019 0.044 0.21
H -0.862295 -1.317088 1.107944 -0.018 -0.006 -0.023 0.17
C 1.140932 0.375696 0.071575 -0.727 0.322 -0.303 0.78
N 2.091043 0.831151 -0.871474 -0.068 -0.082 -0.024 -0.84
O 1.775821 -0.527988 0.907907 -0.405 0.022 -0.218 -0.71
O 0.455867 1.368908 0.711918 -0.196 -0.543 -0.270 -0.67
H 1.369801 -0.416018 1.777299 -0.001 0.043 -0.091 0.49
H 1.656615 1.450164 -1.544061 0.005 -0.065 0.041 0.38
H 2.556078 0.062043 -1.337865 -0.043 0.054 -0.015 0.37

No. 7
16
Properties=species:S:1:pos:R:3:forces:R:3:nbo_charge:R:1 method="wB97M-V/def2-TZVPD" smiles=CN1O[C@@](N)(O)N1N gap_ev=9.17 total_charge=0 multiplicity=1 e_above_lowest_kj_mol=570.3 homo_energy_ha=-0.3041
C 0.030399 -1.221901 1.917140 -0.111 0.143 -0.081 -0.44
N 1.632689 -0.446981 -1.032419 1.068 -1.750 -1.088 -0.67
N 0.735116 -0.067210 -0.054657 -0.510 2.131 0.794 -0.22
N -0.070982 -1.110455 0.479025 -1.833 0.266 -1.099 0.02
H 1.992372 0.278410 -1.645497 -0.332 0.659 0.989 0.38
H 1.299998 -1.134684 -1.706157 -0.763 -0.113 0.269 0.33
H 0.034701 -0.250746 2.417882 0.075 -0.012 0.012 0.18
H -0.808213 -1.824175 2.258796 0.026 -0.039 0.047 0.22
H 0.963000 -1.754714 2.107715 -0.003 0.061 0.039 0.23
C -0.490391 0.743339 -0.387228 1.276 -0.391 -0.631 0.72
N -0.667832 0.940308 -1.773178 -0.197 0.353 -0.031 -0.87
O -0.437223 1.971013 0.246245 -0.624 0.252 -0.179 -0.71
O -1.360067 -0.212217 0.161699 1.804 -1.346 1.034 -0.44
H -0.649760 1.876764 1.183028 0.175 -0.229 -0.147 0.49
H -0.849820 1.904544 -2.010387 -0.112 -0.059 0.015 0.39
H -1.353986 0.308705 -2.162010 0.060 0.075 0.058 0.39

No. 8
17
Properties=species:S:1:pos:R:3:forces:R:3:nbo_charge:R:1 method="wB97M-V/def2-TZVPD" gap_ev=10.61 total_charge=+1 multiplicity=1 e_above_lowest_kj_mol=86.9 homo_energy_ha=-0.5009
Rb -7.600005 -1.526528 9.513491 -0.189 0.173 -0.112 0.99
C -5.049588 -3.970065 9.957406 -2.718 1.478 1.956 0.77
O -5.910471 -3.304502 10.561776 -0.215 -0.009 -0.159 -0.77
N -4.657635 -5.123220 10.491222 1.040 -2.175 -0.795 -0.79
N -4.549490 -3.476198 8.836534 0.307 1.440 -3.594 -0.81
H -5.366651 -5.596930 11.055935 0.600 0.494 -0.113 0.43
H -4.119053 -5.740930 9.872373 -0.344 0.243 0.706 0.39
H -5.122002 -2.834428 8.209226 0.869 -1.033 1.882 0.41
H -3.996166 -4.044129 8.234133 0.580 -0.575 -0.055 0.39
C -6.564483 -0.965241 5.586903 -0.127 2.000 -2.096 0.80
O -6.948906 -1.464195 6.626826 -0.446 0.173 1.030 -0.73
N -5.463310 -1.436932 4.913019 -0.243 0.601 1.605 -0.84
N -7.109744 0.161248 4.937991 2.921 -2.912 0.586 -0.83
H -5.587450 -1.615771 3.956239 0.189 -0.269 -1.271 0.41
H -5.002456 -2.108773 5.484890 0.437 -0.734 -0.310 0.39
H -6.568307 0.637040 4.244376 0.047 0.014 -0.111 0.41
H -7.965680 0.491354 5.181451 -2.708 1.092 0.852 0.40

No. 9
15
Properties=species:S:1:pos:R:3:forces:R:3:nbo_charge:R:1 method="wB97M-V/def2-TZVPD" smiles="CN/C(=N/N)NS" gap_ev=8.73 total_charge=0 multiplicity=1 e_above_lowest_kj_mol=141.5 homo_energy_ha=-0.2932
C -2.353899 0.310671 -0.283479 0.116 -2.180 -0.055 -0.43
C 0.065707 0.240767 0.117842 -0.503 -1.560 -1.332 0.50
H -3.303363 0.714810 0.263423 1.813 -0.945 -1.036 0.21
H -2.174603 -0.926384 -0.219738 -0.949 3.549 -0.070 0.24
H -2.336362 0.578247 -1.368555 -0.689 -0.489 0.674 0.19
H -1.032858 1.869362 0.010442 -0.084 0.036 0.290 0.37
H 0.710895 1.133233 1.846791 1.036 -0.716 -2.925 0.41
H 3.101416 -0.491133 1.080948 -0.516 0.687 -0.108 0.11
H 2.140615 -1.083381 -0.775800 -2.061 -1.441 0.667 0.34
H 1.158862 -2.403747 -1.312224 0.083 2.409 2.688 0.35
N -1.137562 0.898205 0.279026 -0.751 0.530 0.272 -0.63
N 1.048227 0.849622 0.831643 0.910 1.301 4.218 -0.80
N 0.136591 -0.808617 -0.605258 -0.961 0.482 -0.036 -0.38
N 1.241894 -1.638520 -0.474743 2.684 -1.498 -3.393 -0.68
S 2.734440 0.756865 0.609682 -0.130 -0.167 0.145 0.19

No. 10
15
Properties=species:S:1:pos:R:3:forces:R:3:nbo_charge:R:1 method="wB97M-V/def2-TZVPD" smiles="NCN1C=[NH+]NN1" gap_ev=10.01 total_charge=+1 multiplicity=1 e_above_lowest_kj_mol=305.1 homo_energy_ha=-0.4887
C 0.507317 0.114177 1.366701 -0.748 0.809 -1.336 -0.01
C 0.188432 -1.025990 -1.006115 1.152 -0.303 0.934 0.32
N -0.174927 1.144087 -1.011898 -0.138 0.592 0.021 -0.29
N -0.512464 0.622596 -2.308715 -0.236 0.424 -0.227 -0.27
N 0.215952 0.013109 -0.219238 0.100 -0.652 -0.454 -0.23
N -0.116116 -0.745969 -2.251000 -0.405 0.166 0.067 -0.41
N -0.653939 0.315917 2.070015 -0.437 -0.023 0.582 -0.80
H 1.024266 -0.804096 1.612330 0.085 -0.108 -0.116 0.23
H 1.151507 0.995462 1.419134 0.091 -0.323 -0.004 0.22
H 0.504825 -1.999469 -0.663729 -0.100 -0.127 -0.072 0.25
H 0.615338 1.790799 -1.105628 0.028 -0.519 -0.034 0.37
H -1.532270 0.644279 -2.429447 0.379 -0.067 0.431 0.37
H 0.088331 -1.285047 -3.082583 0.026 0.148 0.136 0.45
H -1.125201 1.198849 1.944596 0.106 -0.015 0.064 0.40
H -1.293391 -0.457237 2.170093 0.099 -0.003 0.008 0.39

No. 11
16
Properties=species:S:1:pos:R:3:forces:R:3:nbo_charge:R:1 method="wB97M-V/def2-TZVPD" gap_ev=10.10 total_charge=+2 multiplicity=1 e_above_lowest_kj_mol=377.0 homo_energy_ha=-0.6793
C -1.239804 -0.936043 0.312219 -2.151 4.369 -1.745 0.60
C 1.389116 -0.597428 -0.431752 1.046 1.009 -0.833 0.70
N -1.780651 0.088662 -0.061527 1.937 -1.946 0.561 -0.08
N 0.990804 -1.551782 -1.022876 0.771 0.507 -0.325 -0.52
N 1.918729 0.443553 0.158461 -0.742 -2.837 -1.582 -0.35
N -1.113962 -2.031515 0.949375 0.263 -0.454 -0.112 -0.74
N -1.845233 1.332920 -0.450615 -1.554 0.103 -3.094 -0.57
N 1.381272 1.670861 0.356581 -2.818 1.434 0.190 -0.62
H 1.243064 -1.973794 -1.961484 -0.179 0.640 1.233 0.51
H 2.551112 0.208729 0.887817 1.092 -0.414 0.748 0.47
H -1.900894 -2.226297 1.491428 -1.522 -0.711 1.602 0.45
H -0.561855 -2.855498 0.736940 0.392 0.485 -0.459 0.47
H -1.627361 2.150095 0.034608 1.076 0.549 2.537 0.42
H -2.447132 1.730977 -1.247986 0.579 -2.426 1.154 0.45
H 2.032970 2.326768 0.649320 2.276 0.771 1.504 0.41
H 1.009827 2.219789 -0.400506 -0.466 -1.078 -1.377 0.41

No. 12
12
Properties=species:S:1:pos:R:3:forces:R:3:nbo_charge:R:1 method="wB97M-V/def2-TZVPD" gap_ev=7.31 total_charge=-1 multiplicity=1 e_above_lowest_kj_mol=146.4 homo_energy_ha=-0.1052
O -2.190342 -0.995665 -0.162098 -0.332 0.287 1.549 -1.28
H -2.522641 -0.785054 0.762221 0.712 -0.456 -1.648 0.40
C 0.764747 1.239846 1.062477 0.666 -0.843 -2.380 -0.65
C 1.105780 0.507115 -0.358469 1.402 1.163 -1.744 -0.16
N 0.510065 -0.779814 -0.579893 -1.645 -2.640 0.084 -0.99
H -0.330500 1.141992 1.167193 0.657 -0.818 0.999 0.24
H 0.858249 2.310151 0.964532 0.376 0.577 -0.557 0.18
H 1.575615 0.993153 1.795695 -1.580 -0.490 -0.049 0.20
H 2.338315 0.392407 -0.455119 -2.809 0.534 0.258 0.12
H 0.770466 1.212148 -1.266207 0.862 -0.617 1.879 0.12
H -0.613632 -1.025467 -0.333242 1.380 1.560 -0.022 0.47
H 0.653242 -1.297083 -1.503090 0.312 1.743 1.630 0.34